Molecular formula: C24H43ClN2O5S
Method: DFT, ωB97M-V/def2-TZVPD

The value obtained for the highest occupied orbital energy is -4.6089 eV. The spin multiplicity is 1. As for the HOMO-LUMO gap: 0.063 Eh. The value obtained for the LUMO energy is -0.1064 Eh.

```
76
Properties=species:S:1:pos:R:3:forces:R:3:lowdin_charge:R:1
C -4.5361 2.4141 -1.8852 -0.3156 -0.0903 0.2597 -0.15
C -4.0273 0.9657 -2.5153 -0.4552 0.5661 0.6621 -0.25
C -2.4619 0.9839 -3.0058 -0.5218 0.3756 -0.4128 -0.21
C -1.6548 -0.4410 -2.6851 -0.2391 1.4117 0.3600 -0.19
C -0.0890 -0.1354 -2.2565 0.2413 -0.2889 -1.3594 -0.22
C 0.8416 -1.4807 -2.0984 0.3286 0.2105 0.2176 -0.19
C 0.3078 -2.5385 -0.9466 0.6152 -0.5766 -1.0977 -0.20
C 0.9519 -2.2925 0.5434 -1.3714 -0.9051 0.5534 -0.17
C -0.3424 -2.0372 1.5650 0.1908 1.0734 -0.5333 -0.19
C 0.0732 -1.1329 2.8912 0.3403 0.3866 -0.2878 -0.13
C -0.2311 0.4388 2.4770 2.2793 3.3740 -2.0158 -0.02
C 0.8999 1.2171 1.5205 -4.9199 2.1217 2.1260 0.10
C 0.4490 2.7716 1.2080 -0.8357 -1.5695 0.5875 -0.08
C 1.4443 3.7440 0.3133 0.6248 -0.1400 1.0318 -0.17
C 2.9299 3.0570 0.0548 -0.1548 0.0221 -1.0203 -0.09
C 2.8619 2.0816 -1.3008 2.6090 -5.8284 -0.3193 -0.25
O 3.5188 0.9111 -1.3366 -4.4611 7.9577 0.2458 -0.02
O 2.1117 2.4839 -2.5218 0.5038 -0.5403 3.2863 -0.03
C -0.9594 3.3756 1.7553 1.9282 -4.5654 0.7805 0.02
N -1.8303 2.5173 2.5911 3.6681 2.6487 -3.1815 0.06
N -1.4212 1.2582 2.8665 1.9083 -3.2078 0.3734 -0.15
C -2.4023 0.4944 3.7915 -1.4047 0.1115 1.1764 -0.12
C -3.2865 -0.6368 3.0023 0.6989 -0.8141 0.0671 -0.19
C -3.6646 -0.2725 1.4499 -0.1856 0.4946 -0.3563 -0.21
C -4.2422 -1.5395 0.5747 -0.1810 2.0748 -0.7362 -0.27
S -5.0331 -2.9027 1.5884 1.0552 -8.8210 -2.5731 0.51
O -4.0183 -3.7797 2.3894 -3.1100 4.5456 -1.8131 -0.41
O -5.6943 -3.8878 0.5477 1.7605 4.6921 3.4612 -0.43
Cl -6.6260 -2.2273 2.8152 1.2930 0.1204 -0.7643 0.33
H -3.7294 2.8866 -1.1733 -1.4275 -0.9367 -1.4439 0.06
H -5.5040 2.2507 -1.2193 1.9520 0.2728 -1.4656 0.08
H -4.8246 3.2002 -2.7137 0.7350 -1.6310 1.6045 0.08
H -4.7941 0.7058 -3.3748 1.7568 0.2498 1.7337 0.12
H -4.1384 0.1765 -1.6431 0.1856 1.4642 -1.8522 0.07
H -1.9531 1.9142 -2.4877 -0.8036 -1.9522 -0.8527 0.10
H -2.4778 1.2316 -4.1681 0.2995 -0.6386 2.4411 0.12
H -1.7595 -1.0928 -3.6570 0.4372 0.9698 2.1883 0.13
H -2.2119 -0.9132 -1.7634 1.0274 0.6023 -1.9190 0.07
H -0.0120 0.5293 -1.2964 -0.4139 -1.2211 -1.5752 0.09
H 0.3728 0.4902 -3.1578 -0.8590 -1.2495 1.9637 0.12
H 0.9407 -1.9980 -3.1678 -0.3611 1.0252 2.4244 0.13
H 1.9317 -1.1505 -1.7736 -2.2076 -0.5914 -0.8442 0.11
H -0.8769 -2.5499 -0.9542 2.4383 0.0238 0.2804 0.09
H 0.6493 -3.6162 -1.2994 -0.7843 2.2310 0.7206 0.12
H 1.7456 -1.4216 0.5881 -1.6928 -1.7841 -0.2018 0.10
H 1.4400 -3.3054 0.9126 -0.6916 2.3061 -0.8201 0.13
H -0.8709 -3.0426 1.8794 1.1051 2.0781 -0.6719 0.13
H -1.0917 -1.3575 0.9340 1.3440 -1.6647 1.4206 0.09
H -0.4404 -1.4805 3.8826 0.7464 0.8832 -2.0248 0.11
H 1.2469 -1.2464 3.0781 -2.5927 0.5599 -0.4902 0.14
H 1.8951 0.7095 1.1512 -2.3007 1.1368 0.8437 0.11
H 0.9915 4.0554 -0.7217 0.6551 -0.6049 2.1124 0.12
H 1.6302 4.7188 0.9547 -0.5330 -1.9030 -1.3641 0.13
H 3.3382 2.4689 1.0010 -1.0090 1.0010 -2.3111 0.14
H 3.7654 3.8637 -0.1925 -2.0253 -1.5110 0.4330 0.14
H 1.1330 2.5690 -2.3237 1.6213 -0.1057 -0.0226 0.09
H -1.2358 4.4872 1.4897 0.2594 -2.6573 0.8602 0.13
H -1.8125 0.0046 4.7064 -1.1361 1.0790 -2.3100 0.14
H -3.1652 1.2566 4.3035 2.0309 -1.3001 -1.5067 0.14
H -2.6692 -1.6553 3.0827 -1.5027 2.1817 -0.5220 0.10
H -4.2823 -0.8178 3.5912 1.9704 0.4721 -1.0006 0.09
H -4.5110 0.5645 1.4121 1.9277 -1.7577 0.2711 0.13
H -2.7384 0.1555 0.8307 -1.9523 -0.9489 1.4591 0.11
H -3.4371 -2.0208 -0.1468 -1.6909 0.4158 1.9673 0.12
H -5.0969 -1.1123 -0.1359 1.6377 -1.2722 1.6829 0.12
C 5.9072 -1.0869 -1.1476 -0.4164 0.4910 -0.6831 -0.11
C 7.1430 -1.1034 -0.2327 0.0633 -1.2161 -1.3104 -0.72
C 8.4074 -1.2769 -1.0903 0.5110 0.5044 -0.6697 -0.10
O 7.0448 -2.1539 0.5631 -0.2298 -0.4633 1.6603 -0.22
H 5.8036 -2.0115 -1.7307 0.2353 0.0231 0.2709 0.07
H 4.9833 -0.9474 -0.5721 0.3114 -0.0820 0.0388 0.04
H 5.9741 -0.2579 -1.8622 -0.1102 0.1055 -0.0819 0.05
H 7.2098 -0.0948 0.1998 -0.0094 0.4397 0.6471 0.10
H 8.3966 -2.2085 -1.6712 -0.2098 0.0774 0.2699 0.07
H 9.3149 -1.2766 -0.4728 -0.2848 -0.0423 0.0425 0.06
H 8.4992 -0.4499 -1.8044 0.1044 0.1005 -0.1106 0.05
```
Positions in Å, forces in eV/Å.

---

Molecular formula: C24H43F5InOP2Te
Method: DFT, ωB97M-V/def2-TZVPD

The value obtained for the highest occupied orbital energy (alpha / beta) is -9.8434 / -9.7647 eV. The spin multiplicity is 1. Its charge is +1. As for the HOMO-LUMO gap (alpha / beta): 0.195 / 0.206 Eh. The value obtained for the LUMO energy (alpha / beta) is -0.1664 / -0.1533 Eh.

```
77
Properties=species:S:1:pos:R:3:forces:R:3:lowdin_charge:R:1
In -0.8609 0.7451 -0.1903 0.5551 -1.0630 1.7746 0.71
C -0.5893 -2.4602 1.0704 1.3623 -0.0680 -0.8860 -0.26
C 0.7740 -2.6153 0.6867 -2.6618 -0.1799 0.1113 -0.20
C 0.6918 -1.0229 2.3473 2.0841 -0.2619 -1.3488 -0.23
C -0.6457 -1.4631 2.0906 -0.2323 -0.1570 -0.8090 -0.23
C 1.5581 -1.7129 1.4637 -0.8779 1.8309 2.2174 -0.21
C -1.7458 -3.1999 0.5098 -0.3443 -0.4023 -0.1293 -0.05
H -1.4916 -3.6570 -0.4560 -0.1157 0.0615 0.2337 0.07
H -2.6122 -2.5467 0.3424 0.0750 -0.1420 0.0992 0.07
H -2.0534 -4.0150 1.1813 -0.1069 0.1498 -0.2216 0.09
C -1.8236 -1.0468 2.8833 -0.5304 0.0706 0.2108 -0.02
H -2.7755 -1.2411 2.3714 0.2791 -0.1002 0.0813 0.09
H -1.8098 0.0264 3.1377 0.1504 -0.4555 0.0489 0.07
H -1.8318 -1.6323 3.8220 -0.0551 0.3014 -0.1920 0.12
C 1.0506 -0.0717 3.4323 0.2970 0.2182 0.3006 -0.03
H 1.1465 -0.6423 4.3734 -0.0510 0.4228 -0.1280 0.10
H 0.3006 0.7237 3.5588 0.1955 -0.3470 0.0489 0.06
H 2.0123 0.4322 3.2537 -0.2159 -0.2413 0.0203 0.08
C 3.0279 -1.5391 1.3797 0.3583 -0.0256 -0.0875 -0.04
H 3.5332 -2.0543 2.2095 0.0156 0.1773 -0.2070 0.10
H 3.3074 -0.4764 1.4130 0.0087 -0.2366 0.1206 0.08
H 3.4125 -1.9588 0.4434 0.0657 0.0491 0.1826 0.07
C 1.2673 -3.5106 -0.3824 0.2614 -0.2049 -0.2749 -0.03
H 1.6790 -4.4498 0.0269 -0.0874 0.2923 -0.1592 0.11
H 2.0699 -3.0230 -0.9564 -0.1380 -0.2163 0.0964 0.07
H 0.4599 -3.7755 -1.0749 0.2211 -0.0307 0.1227 0.07
C -2.0283 0.9542 -6.5146 -0.2070 -0.6024 -0.0417 -0.12
C -1.9276 -0.3797 -6.6150 -0.6469 0.8206 -0.1986 -0.14
C -1.1220 -1.1059 -7.6392 0.7099 -0.5225 -0.4289 -0.17
C 0.2740 -0.4953 -7.9927 -0.4478 -0.4573 -0.3485 -0.18
C 1.0241 0.0810 -6.8300 0.2860 0.2863 0.3019 -0.11
C 0.9953 1.3624 -6.4348 0.4596 -0.5906 -0.3066 -0.15
C 0.0610 2.4218 -6.9278 -0.4325 0.4777 -0.3167 -0.18
C -1.3430 1.9382 -7.4136 0.2314 0.7096 -0.2390 -0.18
H -1.6915 -1.1998 -8.5867 0.1419 -0.0198 0.4888 0.13
H 0.1551 0.2353 -8.8091 0.2282 -0.2695 0.4193 0.11
H -0.9472 -2.1371 -7.2840 -0.1720 0.3409 -0.1336 0.11
H -1.2588 1.5673 -8.4474 -0.1970 0.0902 0.4842 0.11
H -2.7219 1.4113 -5.7995 0.2452 -0.3697 -0.1547 0.08
H -2.5643 -1.0242 -6.0071 0.0258 0.2645 -0.0041 0.10
H -1.9870 2.8379 -7.4486 0.3261 -0.3666 -0.1838 0.12
H -0.1004 3.1490 -6.1083 0.1653 -0.2345 -0.3247 0.10
H 1.7623 1.7252 -5.7433 -0.2833 -0.3122 0.1314 0.10
H 0.5223 2.9998 -7.7558 -0.1659 -0.2100 0.4245 0.13
H 0.8862 -1.3270 -8.3917 -0.2931 0.4695 0.0269 0.12
H 1.6707 -0.6458 -6.3175 0.0233 0.5414 -0.1702 0.11
P -1.5278 0.6039 -2.5832 -0.3157 0.1458 -1.3097 0.76
P 1.2774 1.7652 -1.3567 -0.0984 -0.0450 -0.0003 0.81
C -0.5096 1.7638 -3.5814 -0.1577 -0.1488 -0.2028 -0.38
C 0.5853 2.5639 -2.8603 -0.1177 0.2846 0.0634 -0.36
H -1.2302 2.4344 -4.0671 0.2724 -0.0504 0.0688 0.09
H -0.0802 1.1467 -4.3791 -0.0523 0.1226 0.0920 0.05
H 1.4231 2.7270 -3.5554 -0.2561 0.2153 0.1730 0.09
H 0.1771 3.5431 -2.5492 0.3097 -0.3413 -0.0758 0.10
C 2.0632 3.0952 -0.4182 0.3356 0.1985 0.1768 -0.22
H 2.8856 2.6559 0.1645 -0.2000 0.1788 -0.1135 0.07
H 1.3435 3.5282 0.2904 0.2688 -0.1671 -0.3459 0.02
H 2.4629 3.8779 -1.0765 -0.0344 -0.2369 0.1285 0.07
C 2.5733 0.6574 -1.9690 0.2009 0.1293 -0.0113 -0.22
H 3.2009 1.1875 -2.7001 -0.0400 -0.2624 0.2276 0.06
H 2.1218 -0.2274 -2.4341 0.1621 0.1657 0.0790 0.04
H 3.1695 0.3483 -1.0993 -0.0704 -0.0508 -0.3403 0.04
C -3.2406 1.0690 -2.8952 -0.5305 0.0861 -0.0726 -0.23
H -3.9053 0.2670 -2.5484 0.1198 0.1995 -0.0894 0.07
H -3.4048 1.2436 -3.9683 -0.0366 -0.0962 0.4165 0.04
H -3.4881 1.9829 -2.3277 0.1253 -0.3267 -0.2673 0.07
C -1.2390 -1.0290 -3.3495 -0.0810 -0.0968 0.3084 -0.20
H -0.2123 -1.3637 -3.1545 -0.1929 0.0920 0.0319 0.05
H -1.3866 -0.9537 -4.4346 0.0726 0.0711 0.4110 0.02
H -1.9354 -1.7622 -2.9228 0.1825 0.1299 -0.0821 0.06
F -1.4664 4.6777 0.3273 -0.1010 -0.7750 1.2640 -0.38
Te -1.4117 3.6200 1.9296 0.6327 -0.3387 0.9274 1.89
F -2.3125 5.0518 2.8359 0.8551 -1.8208 -1.1439 -0.34
F 0.2453 4.3840 2.4536 -1.2627 0.0227 -0.2393 -0.36
F -1.4228 2.5731 3.5331 -0.3482 1.2218 -0.9662 -0.36
F -3.0380 2.7352 1.4335 0.8589 0.9888 0.2766 -0.39
O -0.3939 2.2764 1.1496 -1.0106 1.0176 -0.0362 -0.71
```
Positions in Å, forces in eV/Å.

---

Molecular formula: C24H44B2F12O22S3Zr
Method: DFT, ωB97M-V/def2-TZVPD

The value obtained for the highest occupied orbital energy is -8.6501 eV. The spin multiplicity is 1. As for the HOMO-LUMO gap: 0.300 Eh. The value obtained for the LUMO energy is -0.0175 Eh.

```
108
Properties=species:S:1:pos:R:3:forces:R:3:lowdin_charge:R:1
Zr -1.3340 -0.4980 1.0570 0.6700 -3.5867 3.4775 1.84
B 0.2629 0.2899 -0.3015 1.3693 0.5450 -1.0768 -0.48
H 1.1008 0.6670 -0.8671 2.7200 0.9377 -1.8758 0.01
H 0.4684 0.2997 0.7577 1.6160 0.3443 4.0871 -0.04
H -0.5748 0.9568 -0.4352 -3.5159 2.2531 -0.4850 -0.02
H -0.0285 -0.7412 -0.4285 -0.6725 -4.0925 -1.5097 -0.04
B -3.3356 0.2609 1.5326 -2.2354 0.5156 0.4469 -0.46
H -4.3714 0.5298 1.6705 -3.4184 1.1320 0.5995 0.02
H -3.3813 -0.6322 0.9289 -0.1963 -3.6231 -2.0415 -0.03
H -2.8131 1.0121 0.9607 1.9645 2.6277 -2.2189 -0.04
H -2.8355 0.0843 2.4723 1.8131 -0.7364 3.4012 0.00
O -1.4973 -2.6959 1.1093 0.5440 3.3543 0.0530 -0.38
C -0.9363 -3.3166 2.2573 0.5728 0.6918 -0.1519 -0.28
C -0.3640 -2.2992 3.3555 -0.9682 0.1250 -0.3702 -0.26
O -0.6131 -0.9023 3.0900 -0.6125 -0.7434 -2.8920 -0.39
H -0.1297 -3.9748 1.9344 0.2373 -0.0677 -0.0346 0.08
H -1.7068 -3.9658 2.6731 -0.1017 0.0860 0.3798 0.10
H 0.6981 -2.4195 3.5692 0.1586 -0.2425 -0.4430 0.08
H -0.8815 -2.5920 4.2691 -0.0904 0.2864 0.3502 0.09
C 4.0026 -1.2081 -2.6367 0.0497 -0.4279 1.5664 -0.03
C 3.1131 -1.3974 -1.3838 -1.0439 -0.8372 -1.1692 -0.20
O 3.7537 -2.2341 -0.4037 0.6304 -0.7958 2.9661 0.01
C 3.0352 -2.5846 0.7341 -2.6551 2.8336 -2.2465 -0.27
O 1.9076 -2.1145 0.9547 3.1532 -1.4241 -0.1759 0.12
C 3.6625 -3.6414 1.6720 1.2411 0.8732 -0.2599 -0.58
F 2.7505 -4.0939 2.4749 -0.9482 -0.5015 0.6156 0.21
F 4.2116 -4.6311 0.9995 0.0515 -0.5404 -0.5506 0.19
F 4.6469 -3.1130 2.4400 -0.2216 0.3662 -0.2518 0.15
H 4.2216 -2.2037 -3.0227 0.0071 0.1972 -0.3819 0.08
H 4.9456 -0.7357 -2.3618 0.0270 0.0537 -0.0033 0.08
H 3.5039 -0.5623 -3.3595 -0.1204 -0.2534 -0.0195 0.07
H 2.2932 -2.0753 -1.6210 -0.3733 0.8089 -0.6417 0.08
H 2.6644 -0.4638 -1.0443 0.5889 -0.1856 0.6390 0.08
C 0.4876 -3.5680 -1.9460 0.2320 0.7426 0.8265 -0.06
C -0.4918 -4.7018 -1.8674 -0.4467 0.6948 -0.1001 -0.19
O 0.1230 -5.9503 -2.0893 0.7898 -2.4344 -0.6822 0.03
C 0.8103 -6.6285 -1.1719 -0.4914 2.9319 2.5436 -0.34
O 1.1568 -6.1708 -0.0742 -0.7684 -1.4787 -2.6901 0.13
C 1.1512 -8.0682 -1.5784 -1.0782 -0.4471 -0.4095 -0.45
F 0.5553 -8.9598 -0.7142 0.9254 1.0709 -1.2738 0.13
F 0.7028 -8.3792 -2.8702 1.3250 0.3410 2.3533 0.11
F 2.4798 -8.1311 -1.4474 -0.5549 -0.9164 -0.6870 0.17
H 1.0072 -3.4551 -2.8976 -0.0211 -0.5710 -0.1357 0.10
H 1.2111 -3.6162 -1.1322 -0.0218 -0.1649 -0.0766 0.06
H -0.0288 -2.6159 -1.8242 -0.1893 -0.0888 0.2477 0.06
H -1.1872 -4.5709 -2.6965 -0.1014 -0.3934 0.0208 0.12
H -1.0802 -4.7907 -0.9542 0.2768 0.5300 0.2381 0.14
C -5.8827 -0.6360 -1.4858 -0.5470 -0.9062 -0.9109 -0.05
C -5.0241 0.5508 -1.9243 -0.5539 -0.9250 1.6987 -0.18
O -3.9339 0.1287 -2.7504 3.3015 -1.9937 -0.7163 0.02
C -2.7613 -0.5334 -2.4025 -2.0453 2.6978 4.3418 -0.18
O -2.3752 -0.7021 -1.2054 -1.3403 -0.0119 -4.9575 0.00
C -1.9006 -0.9022 -3.6478 -0.3196 0.1543 -0.1445 -0.54
F -2.4460 -0.6860 -4.8428 -0.2627 0.4850 0.5076 0.19
F -0.7177 -0.2652 -3.6260 -0.4684 -0.4067 0.3337 0.17
F -1.7425 -2.2082 -3.5502 0.6652 -0.8319 0.0542 0.18
H -5.4053 -1.3399 -0.8041 0.3310 0.3801 0.1549 0.08
H -6.1942 -1.2479 -2.3324 0.2812 0.0013 -0.4002 0.08
H -6.8608 -0.3937 -1.0701 0.2494 0.6849 0.3365 0.08
H -4.7014 1.0073 -0.9886 0.4841 0.2545 -0.5214 0.08
H -5.5695 1.2553 -2.5522 0.1539 -0.0652 0.1521 0.14
C 2.0524 4.5175 1.1751 0.7627 0.1774 -0.0019 -0.05
C 1.2727 3.2441 1.2638 1.2988 0.2286 -1.0580 -0.19
O 0.5922 3.3362 2.5141 -2.2899 -0.2786 1.3077 0.08
C -0.4844 2.6184 2.7687 0.6756 -3.6341 -3.1898 -0.23
O -0.8904 1.6910 1.9932 1.1491 3.7551 3.0961 -0.05
C -1.0614 2.7107 4.2067 1.0820 0.0152 0.1858 -0.59
F -2.3465 2.7517 4.1921 -2.5281 0.0926 -0.6206 0.22
F -0.7168 1.5941 4.8267 0.6463 -0.3081 0.2656 0.20
F -0.6699 3.7569 4.9362 0.7609 0.1562 -0.3461 0.18
H 1.4701 5.4195 1.3635 -0.0263 -0.1310 -0.0933 0.10
H 2.5422 4.5806 0.2034 -0.1328 0.0631 -0.0140 0.08
H 2.8476 4.3929 1.9100 0.0456 0.6303 0.0962 0.07
H 2.0417 2.4749 1.3352 -0.5318 -0.4908 0.0189 0.10
H 0.6910 3.0679 0.3590 -0.7484 -0.1391 0.5705 0.14
C 2.2708 2.7175 -3.2558 -0.7678 -0.9473 -0.4124 -0.18
C 0.7022 2.5380 -3.2715 2.4421 -1.0053 0.2999 -0.21
O 0.2219 3.8173 -3.2375 -0.5688 3.6230 0.1412 -0.20
S 1.3334 5.0700 -2.9244 -0.8860 -1.9706 2.5750 0.79
O 1.0262 5.8272 -1.6834 0.8662 -2.4336 -3.2520 -0.26
O 1.4930 5.7736 -4.1485 0.3986 -0.2533 0.3558 -0.22
O 2.5540 3.9170 -2.5896 -1.2294 2.4687 0.4081 -0.21
H 2.7024 2.7967 -4.2535 -0.2674 -0.2007 -0.2132 0.13
H 2.7147 1.8626 -2.7457 0.2419 0.3514 0.2997 0.11
H 0.3218 1.9864 -2.4118 0.2009 0.0075 0.0309 0.09
H 0.4849 1.9735 -4.1782 -0.4853 0.4421 -0.1930 0.13
C 4.2340 1.9381 3.4943 -1.7804 -1.0986 0.4221 -0.17
C 3.5408 0.6074 3.0783 0.4287 0.6656 0.6451 -0.16
O 4.1927 0.2713 1.8686 0.8453 0.2098 -1.9244 -0.21
S 4.8320 1.5444 1.0177 1.5790 -0.3956 -1.2917 0.79
O 4.0612 1.9635 -0.1760 1.0666 -0.9668 3.3045 -0.26
O 6.2757 1.2628 0.7246 -4.2675 0.8592 1.6956 -0.26
O 4.5111 2.6007 2.2838 1.0925 -0.3164 -1.9335 -0.22
H 5.0837 1.7520 4.1511 0.2854 0.2032 -0.4314 0.13
H 3.4696 2.5107 4.0196 0.3121 0.3827 0.0432 0.13
H 2.4591 0.6368 2.9469 -0.0388 0.4198 -0.2889 0.12
H 3.7109 -0.1516 3.8419 0.3658 -0.2121 -0.3263 0.14
C -5.4898 3.0637 0.8284 0.8430 1.4355 0.2160 -0.12
C -4.4078 3.5617 1.8201 -0.1357 -0.5578 0.3547 -0.17
O -3.1622 3.3652 1.2106 1.4608 -0.6383 -2.6030 -0.24
S -3.2277 3.4966 -0.4129 0.8248 -0.7217 -0.7956 0.76
O -2.4907 2.4008 -1.1076 -2.3089 2.6663 2.0897 -0.25
O -2.8621 4.8529 -0.7605 -0.9926 -1.7757 0.3105 -0.22
O -4.9006 3.2428 -0.4996 1.6213 0.0745 0.6135 -0.22
H -6.3582 3.7192 0.8949 -0.0400 -0.1989 -0.2256 0.13
H -5.7376 2.0343 1.0871 0.1020 -0.0310 -0.6807 0.11
H -4.3605 2.8500 2.6443 -0.3742 0.5327 0.4194 0.12
H -4.3611 4.6151 2.0960 -1.0438 -0.0623 0.2434 0.14
```
Positions in Å, forces in eV/Å.